(1)
69
Properties=species:S:1:pos:R:3:forces:R:3 method="wB97M-V/def2-TZVPD" total_charge=+4 largest_force_ev_per_a=0.4 energy_ha=-4561.4373 spin_multiplicity=1 de_lowest_kcal_mol=0.0 orbital_gap_ha="0.2184 / 0.1693" e_homo_ev="-18.6 / -18.6"
Sn 1.048 -0.921 0.386 -0.083 0.359 -0.032
N 2.792 -2.672 0.489 0.072 -0.052 0.054
C 4.067 -2.247 -0.140 -0.074 -0.015 -0.071
C 3.743 -1.374 -1.336 0.059 0.014 0.016
N 2.853 -0.234 -0.970 0.017 -0.039 -0.045
C 3.583 0.951 -0.430 0.054 -0.018 0.005
C 3.735 0.924 1.080 -0.065 0.051 -0.048
N 2.415 0.648 1.699 0.137 -0.006 0.066
H 2.956 -3.006 1.437 0.026 0.021 0.002
H 2.433 -3.481 -0.015 -0.056 0.009 0.024
H 4.658 -3.102 -0.469 0.005 0.000 0.009
H 4.661 -1.717 0.599 -0.003 0.009 -0.002
H 3.225 -1.961 -2.097 -0.017 -0.004 0.019
H 4.666 -1.003 -1.785 -0.018 0.009 -0.030
H 2.415 0.071 -1.834 0.010 -0.014 -0.013
H 3.025 1.840 -0.724 -0.039 -0.018 0.018
H 4.570 1.017 -0.893 -0.015 0.035 -0.030
H 4.135 1.885 1.406 0.026 -0.016 0.014
H 4.439 0.165 1.411 -0.024 -0.033 -0.016
H 1.881 1.514 1.732 -0.048 -0.030 -0.013
H 2.540 0.374 2.671 -0.006 0.003 0.000
C -3.136 -1.394 0.819 0.017 -0.077 0.037
O -1.958 -1.584 0.038 0.000 0.103 -0.045
C -2.230 -2.113 -1.249 0.002 -0.078 0.028
C -1.184 -1.615 -2.212 0.034 -0.008 0.035
O 0.148 -2.038 -1.843 0.084 -0.017 -0.060
C 0.443 -3.349 -2.347 0.040 0.018 -0.019
H -3.809 -0.680 0.339 -0.002 -0.003 -0.003
H -2.826 -1.001 1.785 0.003 -0.003 -0.001
H -3.669 -2.337 0.966 -0.002 0.000 0.002
H -3.214 -1.795 -1.607 0.018 0.037 -0.017
H -2.242 -3.209 -1.208 -0.057 0.000 -0.033
H -1.169 -0.526 -2.216 -0.032 0.001 0.039
H -1.405 -1.967 -3.222 0.041 0.020 -0.018
H 0.381 -3.358 -3.436 0.005 0.006 -0.001
H -0.246 -4.095 -1.946 0.009 -0.002 0.008
H 1.462 -3.602 -2.058 -0.003 -0.004 0.003
S -0.613 5.649 -2.636 0.069 -0.024 -0.142
C -0.448 4.077 -1.812 -0.029 0.003 -0.009
C 0.031 3.028 -2.595 0.060 0.007 0.030
C 0.335 1.824 -1.985 0.029 0.055 0.002
N 0.216 1.600 -0.672 0.065 -0.035 -0.089
C -0.259 2.610 0.067 0.024 -0.031 0.022
C -0.600 3.851 -0.448 -0.033 0.012 -0.001
C -2.209 6.305 -2.167 -0.016 0.059 0.231
C -3.257 6.232 -3.083 -0.007 -0.048 -0.132
C -4.458 6.888 -2.808 0.133 0.014 0.062
N -4.454 7.525 -1.670 -0.170 0.037 0.020
C -3.562 7.693 -0.734 0.097 -0.063 -0.075
C -2.352 7.043 -0.991 -0.019 0.057 0.029
H 0.189 3.153 -3.658 -0.082 -0.029 -0.016
H 0.688 1.000 -2.598 -0.014 -0.001 -0.007
H -0.351 2.434 1.134 -0.068 -0.021 -0.008
H -0.937 4.628 0.224 -0.025 -0.010 0.000
H -3.159 5.706 -4.024 -0.009 -0.032 0.023
H -5.336 6.902 -3.446 0.000 0.012 -0.008
H -3.779 8.316 0.127 -0.002 0.005 -0.002
H -1.537 7.184 -0.294 0.000 -0.016 0.002
Br -0.581 -4.418 1.546 -0.042 0.080 0.079
C -0.691 -4.680 3.364 -0.107 -0.322 0.180
C -1.450 -5.825 3.804 -0.015 0.039 -0.026
C -1.458 -6.133 5.145 0.024 0.036 -0.017
C -0.759 -5.286 5.993 0.020 -0.014 -0.014
C -0.087 -4.133 5.450 0.006 0.015 0.081
N -0.044 -3.843 4.167 -0.016 -0.051 -0.078
H -1.974 -6.427 3.072 0.018 -0.016 0.001
H -1.985 -7.000 5.520 -0.012 0.006 -0.001
H -0.714 -5.462 7.061 -0.018 0.010 0.003
H 0.409 -3.449 6.129 0.019 0.008 -0.023

***

(2)
66
Properties=species:S:1:pos:R:3:forces:R:3 method="wB97M-V/def2-TZVPD" total_charge=0 largest_force_ev_per_a=1.5 energy_ha=-1773.8200 spin_multiplicity=2 de_lowest_kcal_mol=217.1 orbital_gap_ha="0.2190 / 0.2052" e_homo_ev="-5.6 / -5.2"
Mo 0.415 0.226 -1.161 -0.072 0.201 -0.963
C -0.404 2.512 0.862 -0.107 -0.011 -0.225
O 0.461 1.991 1.857 0.004 -0.147 0.156
C 0.866 0.646 1.766 -0.128 -0.063 -0.049
C -0.243 -0.330 2.140 0.067 -0.064 0.048
O 0.309 -1.635 2.069 -0.016 0.034 -0.059
C -0.644 -2.678 1.956 -0.014 -0.028 0.039
C -0.943 -3.035 0.515 0.118 0.020 -0.041
O 0.200 -3.677 -0.090 -0.114 -0.131 0.087
C 1.053 -2.869 -0.752 -0.204 -0.009 -0.478
H -1.234 2.980 1.401 0.036 -0.017 0.061
H -0.834 1.721 0.223 0.002 0.027 0.200
H 0.933 3.986 0.525 -0.044 0.050 0.028
H 1.706 0.540 2.453 -0.007 -0.093 -0.006
H 1.274 0.283 0.781 0.101 0.377 -0.047
H -1.094 -0.224 1.450 0.020 -0.019 -0.035
H -0.600 -0.123 3.155 -0.056 0.022 -0.017
H -1.579 -2.416 2.464 0.002 0.026 0.001
H -0.218 -3.548 2.460 -0.006 0.007 0.000
H -1.211 -2.151 -0.078 -0.042 -0.027 0.014
H -1.757 -3.759 0.465 -0.016 0.002 0.024
H 2.092 -3.173 -0.665 0.018 0.133 0.438
H 0.867 -1.789 -0.632 0.464 -0.106 0.386
H 0.916 -3.924 -2.537 0.024 0.035 -0.038
O 0.934 -2.996 -2.255 0.237 -0.628 0.343
N -0.061 -2.316 -3.203 0.081 0.779 -0.462
C -1.385 -2.701 -2.815 0.197 0.122 0.174
C -2.410 -1.973 -3.273 -0.077 0.166 -0.187
C -2.155 -0.720 -3.931 -0.171 -0.144 0.152
C -0.918 -0.184 -3.770 0.261 0.328 -0.209
C 0.173 -0.829 -3.092 -0.712 -1.309 0.378
S 1.802 -0.245 -2.994 0.110 0.135 -0.111
H -1.480 -3.671 -2.348 -0.024 -0.054 -0.118
H -3.415 -2.355 -3.151 -0.005 0.019 0.014
H -2.959 -0.155 -4.379 0.005 0.015 0.003
H -0.694 0.816 -4.118 -0.038 -0.014 -0.030
C 3.666 1.792 -0.620 0.094 -0.143 -0.104
C 3.210 3.256 -0.775 -0.042 0.021 -0.002
C 3.151 3.963 0.582 -0.009 -0.008 0.013
C 1.995 3.305 -1.707 -0.001 -0.081 0.030
C 2.309 3.351 -3.058 -0.039 -0.048 -0.075
C 1.335 3.273 -4.039 0.080 -0.008 0.032
C 0.016 3.156 -3.662 -0.060 -0.008 0.051
C -0.375 3.125 -2.322 -0.029 0.088 -0.052
C -1.887 3.161 -2.074 0.000 0.020 -0.058
C -2.380 4.312 -1.193 -0.038 0.023 -0.033
C -2.526 1.812 -1.671 0.094 0.110 0.073
C 0.632 3.200 -1.333 0.000 0.250 0.138
N 0.250 3.455 0.015 0.075 -0.133 0.054
H 4.166 1.609 0.334 -0.025 0.072 0.012
H 4.360 1.507 -1.414 -0.015 0.056 -0.017
H 2.824 1.097 -0.730 0.058 0.101 0.219
H 3.991 3.778 -1.333 -0.002 0.020 0.005
H 2.615 3.382 1.334 -0.011 0.009 -0.002
H 2.708 4.961 0.510 0.011 -0.002 -0.005
H 4.169 4.095 0.950 -0.001 -0.013 0.008
H 3.351 3.431 -3.345 0.003 -0.003 -0.003
H 1.606 3.309 -5.086 0.006 0.001 0.001
H -0.755 3.129 -4.425 0.004 -0.007 0.006
H -2.290 3.391 -3.063 0.021 -0.066 -0.023
H -2.062 4.226 -0.158 -0.016 -0.015 0.013
H -3.472 4.328 -1.211 0.003 0.016 -0.017
H -2.022 5.271 -1.570 0.020 -0.007 0.009
H -1.854 0.962 -1.864 -0.093 0.092 0.163
H -3.406 1.618 -2.286 -0.058 -0.002 0.073
H -2.852 1.795 -0.628 0.076 0.030 0.015

***

(3)
62
Properties=species:S:1:pos:R:3:forces:R:3 method="wB97M-V/def2-TZVPD" total_charge=+1 largest_force_ev_per_a=4.5 energy_ha=-1176.6180 spin_multiplicity=5 de_lowest_kcal_mol=0.0 orbital_gap_ha="0.2419 / 0.2459" e_homo_ev="-9.9 / -11.0"
C 1.245 -1.911 0.436 -0.279 -0.741 -0.414
C 1.703 -1.165 -0.686 -0.566 -0.641 -0.435
C 0.799 -1.381 -1.780 0.884 -0.546 0.044
C -0.225 -2.303 -1.338 0.214 -0.085 0.076
C 0.010 -2.565 0.077 1.103 -1.002 -0.060
Ru -0.587 -0.605 -0.220 0.255 4.026 0.860
C -3.526 1.116 -1.343 1.939 0.660 0.436
C -3.045 0.589 -0.194 0.647 -0.672 0.753
H -2.847 1.219 0.701 -0.668 -0.264 -0.694
C -2.579 -0.815 -0.016 -1.054 -0.661 0.226
H -3.070 -1.556 -0.668 0.085 0.353 0.515
H -2.553 -1.085 1.048 -0.625 -0.253 -0.222
C -3.639 2.610 -1.374 0.054 1.224 0.116
H -2.948 3.022 -0.595 -0.765 -0.114 -0.579
H -3.262 2.952 -2.356 -0.295 0.121 0.478
H -4.638 3.074 -1.220 0.503 -0.539 -0.121
C -3.210 0.461 -2.661 0.257 -0.902 -0.291
H -2.203 -0.026 -2.526 -0.868 0.163 -0.366
H -3.917 -0.318 -3.023 0.356 0.543 0.226
H -3.080 1.243 -3.427 -0.276 -0.525 0.159
C 2.971 -0.385 -0.739 0.161 0.369 0.144
H 3.150 0.133 0.212 0.041 -0.118 -0.181
H 3.839 -1.041 -0.914 -0.347 0.107 0.014
H 2.944 0.380 -1.521 0.068 -0.263 0.127
C 1.005 -0.908 -3.178 0.009 0.204 -0.228
H 1.494 0.073 -3.182 -0.111 -0.151 -0.102
H 1.638 -1.605 -3.749 -0.167 0.138 0.175
H 0.048 -0.817 -3.701 0.202 0.036 -0.014
C -1.239 -2.978 -2.187 -0.325 -0.205 -0.297
H -1.311 -2.480 -3.158 -0.066 -0.160 0.123
H -0.990 -4.034 -2.356 0.046 0.256 0.029
H -2.220 -2.942 -1.708 0.107 -0.178 -0.198
C -0.773 -3.475 0.947 -0.137 -0.320 0.259
H -1.817 -3.508 0.626 0.116 -0.099 0.079
H -0.368 -4.494 0.936 -0.094 0.117 -0.005
H -0.745 -3.110 1.979 -0.085 -0.141 -0.131
C 1.976 -2.093 1.718 0.078 0.221 0.409
H 1.288 -2.351 2.530 0.155 0.059 -0.080
H 2.714 -2.905 1.638 -0.212 0.164 -0.059
H 2.518 -1.182 1.998 -0.098 -0.220 0.018
C 2.504 2.783 -1.664 -3.104 0.684 3.203
C 1.116 2.880 -1.938 1.350 -0.495 -3.721
C 3.640 3.192 -2.250 0.289 0.003 -1.890
C 1.034 3.016 -3.379 0.106 0.279 1.786
H 0.081 2.789 -1.517 1.734 -0.238 0.790
C 3.474 3.466 -3.649 -0.141 -0.139 0.949
H 4.576 3.249 -1.687 -0.192 -0.065 -0.450
C 2.168 3.322 -4.134 0.251 -0.080 -0.521
H 0.043 2.914 -3.828 0.359 0.249 -0.177
H 4.312 3.766 -4.314 -0.755 -0.232 0.616
H 2.013 3.457 -5.184 -0.029 0.117 -0.530
C -1.057 -0.169 4.978 -0.095 -0.025 0.335
N 0.091 0.485 4.380 0.034 0.006 -0.730
C 0.275 0.601 3.040 0.764 0.360 0.250
N 1.461 1.211 2.681 -0.375 -0.156 1.140
O -0.534 0.171 2.202 -0.004 -0.082 -0.491
H -1.687 -0.590 4.192 0.172 0.127 0.119
H -1.638 0.552 5.565 0.006 -0.159 -0.151
H -0.723 -0.969 5.648 -0.108 0.092 -0.170
H 0.803 0.874 4.980 -0.190 -0.122 0.005
H 1.599 1.442 1.721 0.049 0.231 -0.309
H 2.003 1.700 3.401 -0.361 -0.315 -0.842